Record 1
{"formula": "C7H19NO4P2", "method": "the ωB97M-V functional and the def2-TZVPD basis", "orbital_gap_ha": 0.32531, "homo_ev": -8.24, "species": ["C", "C", "C", "C", "C", "C", "C", "N", "O", "O", "O", "O", "P", "P", "H", "H", "H", "H", "H", "H", "H", "H", "H", "H", "H", "H", "H", "H", "H", "H", "H", "H", "H"], "coordinates": [[-0.2932, 2.4853, 1.0754], [-1.2371, -2.0471, 1.9996], [2.2703, -1.9081, 0.7152], [-2.0063, 1.4696, -2.1241], [1.9369, 0.6706, -3.5323], [-0.1014, 1.1903, 1.8893], [-1.1547, -1.4238, 0.6895], [0.3803, -1.7852, -2.6863], [0.5833, 0.3853, -0.6110], [1.5435, -0.8882, 1.3636], [-1.6394, 0.1076, -2.3142], [0.6173, 0.9208, -3.1270], [0.2428, -0.2007, 0.7437], [-0.0959, -0.3907, -2.5312], [0.0774, 3.4130, 1.5821], [0.2569, 2.3448, 0.0542], [-1.2344, 2.6054, 0.5951], [-1.4471, -1.4424, 2.8306], [-2.0520, -2.7269, 2.1312], [-0.3244, -2.5333, 2.3007], [3.3194, -1.5253, 0.5737], [1.8338, -1.9451, -0.3613], [2.1781, -2.7683, 1.2065], [-1.0687, 1.9943, -1.8002], [-2.7631, 1.4610, -1.3026], [-2.4938, 1.7602, -3.0628], [2.3227, 1.5661, -3.9430], [1.8625, -0.0228, -4.3811], [2.4795, 0.2811, -2.6678], [-0.8633, 0.9444, 2.7207], [0.8554, 1.1898, 2.4439], [-2.0172, -0.7169, 0.4386], [-0.9923, -2.2940, -0.0734]]}

***

Record 2
{"formula": "C7H19O4PS", "method": "the ωB97M-V functional and the def2-TZVPD basis", "orbital_gap_ha": 0.33909, "homo_ev": -8.65, "species": ["C", "C", "C", "O", "P", "S", "C", "C", "O", "H", "H", "H", "H", "H", "H", "H", "H", "H", "H", "H", "H", "H", "C", "C", "O", "O", "H", "H", "H", "H", "H", "H"], "coordinates": [[-1.1306, 1.4036, -1.1398], [0.0699, 1.5847, -2.0714], [1.2341, 2.4058, -1.5047], [2.2856, 1.5874, -1.0019], [2.1134, 0.6470, 0.3988], [2.1070, -0.9569, 1.9963], [2.1768, 2.0506, 1.5895], [0.8106, 2.3988, 2.1370], [0.2112, 1.7432, 2.9464], [-1.9525, 2.0750, -1.3974], [-1.4782, 0.3732, -1.1429], [-0.8729, 1.6142, -0.0986], [0.4917, 0.6107, -2.3390], [-0.2475, 2.0332, -3.0172], [0.8654, 3.0710, -0.7048], [1.6895, 3.0479, -2.2590], [0.8671, 0.1666, -0.0050], [3.3129, 0.0469, 0.0252], [0.8782, -0.7107, 2.4709], [2.8194, 1.7152, 2.4040], [2.6080, 2.9055, 1.0686], [0.3850, 3.3491, 1.7554], [-2.2735, -2.5547, 0.2465], [-2.2831, -3.9004, -0.4443], [-1.1146, -4.6455, -0.1186], [-1.1089, -1.8206, -0.0773], [-3.1314, -1.9617, -0.0752], [-2.3541, -2.6972, 1.3331], [-2.2396, -3.7589, -1.5248], [-3.1993, -4.4482, -0.2028], [-1.1709, -4.9331, 0.7990], [-0.3689, -2.4419, -0.0458]]}